No. 1
Density functional theory data (wB97M-V/def2-TZVPD) for the molecule C4H7BrN2 in a non-equilibrium geometry.

As for the SMILES: C=N[C@H](C)/C=N/Br. For the total energy, the calculation gives -77279.7213 eV. Its energy above the lowest of the compared OMol25 structures with the same formula, charge and spin is 310.98 kJ/mol. The lowest unoccupied orbital energy comes out at 0.34 eV. As for the HOMO-LUMO gap: 0.361 hartree.

CARTESIAN COORDINATES (ANGSTROEM)
C  0.6571  0.8177  -1.7056
N  1.2247  0.1704  -0.7859
C  0.5356  0.2116  0.7359
C  0.6230  -1.3061  1.0807
C  -0.9180  0.5988  0.3654
N  -1.4143  -0.0231  -0.6216
Br  -3.2841  0.2171  -0.8809
H  1.1513  0.5803  -2.7093
H  0.1253  1.6435  -1.6904
H  0.9582  0.8821  1.7106
H  -0.3606  -1.9015  0.8486
H  1.4072  -1.8015  0.5009
H  0.8271  -1.2472  2.0943
H  -1.5323  1.1579  1.0573

No. 2
Density functional theory data (wB97M-V/def2-TZVPD) for C20H46O27P3V as an isolated structure in a non-equilibrium geometry.

As for the total charge: -3. For the total energy, the calculation gives -130327.3189 eV. Its expectation value of S² is 0.75. The lowest unoccupied orbital energy (alpha / beta) comes out at 5.06 / 5.06 eV. As for the HOMO-LUMO gap (alpha / beta): 0.069 / 0.140 hartree. Its spin multiplicity is 2.

CARTESIAN COORDINATES (ANGSTROEM)
O  11.4201  6.8255  0.4245
V  11.9272  7.6075  -0.9545
O  10.6017  8.1034  -1.6180
O  10.9600  4.3376  -3.4013
C  12.0713  5.1108  -3.4062
O  12.7697  5.2013  -4.4189
O  12.3339  5.8717  -2.3998
H  10.9616  3.9249  -4.2681
O  12.8383  11.8771  0.0868
C  12.3517  10.7408  0.7200
O  11.7636  10.8185  1.8255
O  12.4215  9.6194  0.1605
H  13.1834  11.4833  -0.7178
O  14.2660  10.3813  -1.9023
C  14.0173  9.4564  -2.8105
O  13.1593  8.5803  -2.6691
O  14.7284  9.5844  -3.8395
H  14.9581  10.7686  -2.4433
C  7.9589  6.4473  4.4389
O  8.7489  7.5820  4.2341
P  8.2891  8.7515  3.2210
O  9.2264  9.9108  3.1628
O  6.8665  9.1490  3.8333
C  6.6274  10.0762  4.8984
O  7.8270  8.0846  1.8571
C  8.2522  8.4966  0.6054
H  8.6214  5.5825  4.4046
H  7.2029  6.3553  3.6590
H  7.4512  6.5136  5.4012
H  6.4151  11.1017  4.5961
H  7.5479  10.2177  5.4647
H  5.8903  9.5149  5.4727
H  7.5617  8.9696  -0.0928
H  8.4549  7.6039  0.0137
H  9.2457  8.9413  0.5479
C  9.3776  2.1148  4.5962
O  9.9073  3.0041  5.5258
P  11.4641  3.5182  5.4478
O  11.7817  4.5901  6.4635
O  12.4032  2.2302  5.5227
C  13.8044  2.3404  5.5839
O  11.7808  3.9611  3.9034
C  12.8217  4.7086  3.5064
H  8.8654  2.8119  3.9331
H  8.6410  1.4381  5.0295
H  10.1232  1.6848  3.9274
H  14.1215  2.0243  6.5777
H  14.0893  3.3678  5.3572
H  14.2762  1.6523  4.8825
H  13.0388  5.2855  4.4054
H  12.4751  5.3359  2.6852
H  13.6874  4.1085  3.2261
C  15.7331  4.1543  -1.1168
O  15.8929  4.8144  0.1736
P  15.4148  6.3566  0.4538
O  14.2607  6.8574  -0.2999
O  15.2950  6.3964  2.1056
C  15.0358  7.5484  2.8045
O  16.8331  7.1150  0.2036
C  17.9136  6.9294  1.1179
H  14.7559  3.6843  -1.2277
H  16.4086  3.2997  -1.1534
H  16.0265  4.6265  -2.0544
H  14.2115  7.3632  3.4933
H  14.7629  8.3309  2.0966
H  15.9423  7.8358  3.3371
H  18.2646  7.9491  1.2766
H  18.6655  6.3489  0.5832
H  17.7482  6.4757  2.0951
O  14.5999  1.9641  0.4230
C  13.6280  1.6556  1.1153
O  12.4634  2.3050  1.0406
C  12.2665  3.3447  0.1226
C  10.7222  3.4370  -0.0150
C  13.6441  0.3706  1.9530
H  12.7214  2.9152  -0.7700
H  12.7944  4.2573  0.3994
H  10.3704  3.6573  0.9929
H  10.3304  2.4416  -0.2245
H  10.5364  4.1927  -0.7782
H  12.6233  0.1206  2.2421
H  14.2265  0.6500  2.8310
H  14.0880  -0.4797  1.4353
O  7.2130  9.8164  -3.1407
C  7.4770  10.9678  -3.1490
O  8.6016  11.5731  -3.1094
C  9.7823  10.8211  -2.9181
C  10.9130  11.6067  -3.5215
C  6.3201  11.8566  -3.6565
H  9.8100  9.9044  -3.5072
H  9.8857  10.6633  -1.8446
H  10.9081  12.6812  -3.3385
H  10.8815  11.3743  -4.5860
H  11.8810  11.2618  -3.1580
H  6.5333  12.0965  -4.6982
H  6.1859  12.7078  -2.9889
H  5.4492  11.2332  -3.4540

No. 3
Density functional theory data (wB97M-V/def2-TZVPD) for a 2-piece molecular cluster, C2ClF4N overall in a non-equilibrium geometry.

For the total energy, the calculation gives -26952.2086 eV. Its energy above the lowest of the compared OMol25 structures with the same formula, charge and spin is 383.63 kJ/mol. The lowest unoccupied orbital energy (alpha / beta) comes out at -0.22 / -1.81 eV. As for the HOMO-LUMO gap (alpha / beta): 0.412 / 0.289 hartree.

CARTESIAN COORDINATES (ANGSTROEM)
C  0.3451  -1.5847  0.7577
C  -0.5048  1.2365  -0.8859
N  0.9847  -0.9757  -0.1393
F  0.9732  -2.6294  1.3416
F  -0.9786  0.8914  -2.0506
F  -1.4238  1.5727  0.1068
F  0.5397  2.0471  -0.9171
Cl  -1.1683  -1.2441  1.4922

No. 4
Density functional theory data (wB97M-V/def2-TZVPD) for C5H15IN3O2 as an isolated structure in a non-equilibrium geometry.

As for the total charge: -1. For the total energy, the calculation gives -22089.0238 eV. Its energy above the lowest of the compared OMol25 structures with the same formula, charge and spin is 868.61 kJ/mol. The lowest unoccupied orbital energy comes out at 3.27 eV. As for the HOMO-LUMO gap: 0.203 hartree.

CARTESIAN COORDINATES (ANGSTROEM)
I  0.5352  1.7851  1.2937
C  -1.6784  0.4460  -0.9401
C  -0.3914  -0.1928  -1.2851
C  -0.2578  -0.4808  -2.7209
O  1.0442  -0.8785  -3.0713
C  1.0580  -1.5191  -4.3315
N  0.7418  0.5771  -0.7676
H  -1.8758  0.6189  0.1179
H  -2.4275  -0.2662  -1.2861
H  -1.6633  1.4472  -1.3708
H  -0.2510  -1.1509  -0.7846
H  -0.5045  0.3009  -3.4393
H  -1.0183  -1.2500  -2.8549
H  0.2466  -2.2288  -4.4931
H  1.9680  -2.1033  -4.4682
H  0.9764  -0.7447  -5.0942
H  0.6484  1.3691  -1.3874
H  0.4487  1.0698  0.0638
C  0.7418  0.2396  4.4163
O  1.7293  -0.3253  3.9486
N  -0.1627  0.9677  3.7447
N  0.3734  -0.0985  5.5964
H  -0.9472  1.3996  4.2117
H  0.0693  1.2250  2.7959
H  1.0382  -0.5992  6.1687
H  -0.4411  0.3919  5.9372